*a*
Density functional theory data (ωB97M-V/def2-TZVPD) for a 2-piece molecular cluster, C6H14N2O2 overall.

Last column: Mulliken charge in e.
Atoms and positions in Å:
C (-1.0341, 1.8037, 0.1122)  -0.95
N (-1.9940, 0.8428, -0.4067)  -0.35
C (-2.4077, -0.2398, 0.3324)  0.93
C (-3.3603, -1.1785, -0.3995)  -1.16
O (-2.1338, -0.4648, 1.4983)  -0.61
H (-0.6612, 1.3837, 1.0854)  0.28
H (-0.2080, 1.9052, -0.5530)  0.42
H (-1.4949, 2.7935, 0.3738)  0.31
H (-2.3627, 1.0369, -1.3453)  0.22
H (-3.5188, -0.9940, -1.4450)  0.36
H (-4.3455, -1.1473, 0.0779)  0.33
H (-2.9636, -2.1856, -0.2852)  0.27
C (3.8353, -0.4038, 0.6843)  -0.83
N (2.8435, -0.8246, -0.2089)  -0.22
C (1.8296, 0.0035, -0.4139)  0.64
C (0.5018, -0.6368, -0.8425)  -0.09
O (1.8719, 1.2260, -0.2284)  -0.70
H (3.6274, 0.7116, 0.8220)  0.33
H (3.6944, -0.9158, 1.6649)  0.29
H (4.9575, -0.6763, 0.3164)  0.20
H (2.5987, -1.8426, -0.3392)  0.30
H (0.5010, -1.7958, -0.8018)  0.35
H (0.4507, -0.4507, -1.9323)  0.29
H (-0.3131, -0.1299, -0.3254)  -0.61

Results
* Kohn-Sham gap: 10.319 eV
* E_LUMO: 0.77 eV
* multiplicity: 1
* HOMO level: -9.55 eV
* SMILES string: CNC(C)=O.CNC(C)=O

=====

*b*
Density functional theory data (ωB97M-V/def2-TZVPD) for a 2-piece molecular cluster, C6H14N2O2 overall.

Last column: Mulliken charge in e.
Atoms and positions in Å:
C (-0.6521, 1.4939, 0.8534)  -0.87
N (-1.0734, 0.8588, -0.3578)  -0.02
C (-2.2053, 1.2686, -1.0097)  0.66
C (-2.3916, 0.5498, -2.3200)  -0.92
O (-3.0862, 1.9632, -0.5463)  -0.63
H (-0.8648, 2.5580, 1.0199)  0.36
H (-0.9647, 0.9238, 1.7530)  0.22
H (0.4406, 1.4757, 0.9254)  0.23
H (-0.4560, 0.2104, -0.8016)  0.17
H (-3.4401, 0.3036, -2.4904)  0.31
H (-2.1243, 1.2210, -3.1522)  0.22
H (-1.7385, -0.3090, -2.3204)  0.26
C (2.8234, 0.1286, -0.0123)  -0.94
N (1.8078, -0.4313, 0.8606)  -0.16
C (1.1165, -1.5767, 0.4139)  0.69
C (0.2266, -2.1449, 1.4803)  -1.24
O (1.2175, -1.9001, -0.7422)  -0.57
H (2.9302, 1.2142, 0.1647)  0.30
H (3.8160, -0.3081, 0.0491)  0.35
H (2.5019, -0.0078, -1.0468)  0.32
H (2.1278, -0.3913, 1.8020)  0.25
H (0.7937, -2.7735, 2.2307)  0.37
H (-0.2904, -1.4827, 2.1634)  0.29
H (-0.5144, -2.8441, 1.0833)  0.34

Results
* Kohn-Sham gap: 10.117 eV
* E_LUMO: 0.59 eV
* multiplicity: 1
* HOMO level: -9.52 eV
* SMILES string: CNC(C)=O.CNC(C)=O

=====

Verdict on stability: *a* comes out at the bottom.

=====

*a*
Density functional theory data (ωB97M-V/def2-TZVPD) for a 2-piece molecular cluster, C6H14N2O2 overall.

Last column: Mulliken charge in e.
Atoms and positions in Å:
C (2.6517, 1.9378, 0.3058)  -1.08
N (2.1021, 0.7127, -0.2211)  -0.07
C (2.8690, -0.4592, -0.3192)  0.64
C (2.0395, -1.6556, -0.7571)  -0.60
O (4.0032, -0.4753, -0.0016)  -0.60
H (3.6656, 1.8530, 0.5323)  0.37
H (2.5504, 2.7189, -0.4655)  0.32
H (2.1031, 2.3585, 1.0760)  0.35
H (1.1141, 0.7181, -0.5017)  0.20
H (2.3366, -2.0209, -1.7342)  0.30
H (0.9130, -1.4008, -0.7735)  -0.06
H (2.1613, -2.3792, 0.0634)  0.24
C (-3.7722, 0.5200, -0.8066)  -0.80
N (-2.9406, -0.1252, 0.2350)  -0.22
C (-1.6025, -0.2181, 0.1417)  0.73
C (-1.0133, -0.8531, 1.3205)  -0.68
O (-0.9929, 0.2175, -0.7854)  -0.73
H (-3.1227, 1.0615, -1.5266)  0.30
H (-4.2944, -0.3051, -1.3833)  0.27
H (-4.6987, 1.1222, -0.3013)  0.25
H (-3.4443, -0.3852, 1.1303)  0.23
H (-1.8926, -0.9796, 2.0628)  0.22
H (-0.2299, -0.2191, 1.7723)  0.25
H (-0.5055, -1.7441, 0.9370)  0.19

Results
* Kohn-Sham gap: 9.526 eV
* E_LUMO: 0.55 eV
* multiplicity: 1
* HOMO level: -8.98 eV
* SMILES string: CNC(C)=O.CNC(C)=O

=====

*b*
Density functional theory data (ωB97M-V/def2-TZVPD) for a 2-piece molecular cluster, C6H14N2O2 overall.

Last column: Mulliken charge in e.
Atoms and positions in Å:
C (-2.3725, -0.5947, 0.6353)  -1.06
N (-1.4496, -0.2472, -0.4248)  -0.05
C (-1.7570, -0.6235, -1.7225)  0.74
C (-0.8562, 0.0024, -2.7948)  -1.00
O (-2.6319, -1.4191, -1.9859)  -0.65
H (-2.8457, 0.2313, 1.1819)  0.32
H (-3.2280, -1.1728, 0.3085)  0.35
H (-1.7718, -1.1191, 1.3896)  0.30
H (-0.7988, 0.5038, -0.2856)  0.20
H (-0.1699, -0.7695, -3.1322)  0.25
H (-1.5669, 0.2975, -3.5595)  0.36
H (-0.2849, 0.8368, -2.3975)  0.26
C (1.8291, -0.8750, -0.3852)  -0.83
N (1.5923, -0.3689, 0.9509)  -0.12
C (1.3357, 0.9454, 1.1736)  0.72
C (1.5851, 1.5101, 2.5367)  -1.16
O (0.8770, 1.6745, 0.3042)  -0.66
H (2.4998, -1.7302, -0.3890)  0.37
H (0.9125, -1.2574, -0.8399)  0.18
H (2.1612, -0.0551, -1.0216)  0.30
H (1.9585, -0.9111, 1.7204)  0.25
H (1.9648, 2.5239, 2.4099)  0.30
H (0.7087, 1.6468, 3.1730)  0.27
H (2.3084, 0.9711, 3.1544)  0.35

Results
* Kohn-Sham gap: 9.842 eV
* E_LUMO: 0.61 eV
* multiplicity: 1
* HOMO level: -9.23 eV
* SMILES string: CNC(C)=O.CNC(C)=O

=====

*c*
Density functional theory data (ωB97M-V/def2-TZVPD) for one molecule with the formula C6H14N2O2.

Last column: Mulliken charge in e.
Atoms and positions in Å:
N (-1.8048, 2.5391, -2.3553)  -0.46
C (-0.9084, 2.3974, -1.2752)  -0.63
C (-0.9830, 0.9194, -0.9493)  -0.17
C (-0.3740, 0.6184, 0.3659)  -1.05
C (-0.3157, -0.9191, 0.8247)  -1.39
C (0.7688, -1.9035, 0.4510)  0.30
N (0.5093, -3.3170, 0.9476)  -0.75
C (2.1059, -1.2594, 0.8639)  0.37
O (2.7484, -0.5553, 0.0975)  -0.56
O (2.5616, -1.5096, 2.1344)  -0.49
H (-2.3765, 3.3560, -2.1906)  0.20
H (-1.4248, 2.4124, -3.2773)  0.19
H (0.0206, 2.9277, -1.2761)  0.36
H (-1.2947, 2.8317, -0.2236)  0.24
H (-0.7129, 0.3641, -1.9002)  0.27
H (-2.0800, 0.6653, -0.7761)  0.16
H (-1.2044, 0.9455, 0.9911)  0.45
H (0.3254, 1.2801, 0.7093)  0.79
H (-0.1576, -0.7610, 1.9305)  0.28
H (-1.3068, -1.2346, 0.6736)  0.51
H (0.7517, -1.9541, -0.6263)  0.38
H (1.2792, -3.9283, 0.5216)  0.31
H (0.7155, -3.1149, 1.8828)  0.33
H (3.1574, -0.8005, 2.4559)  0.35

Results
* Kohn-Sham gap: 9.701 eV
* E_LUMO: 0.64 eV
* multiplicity: 1
* HOMO level: -9.06 eV
* SMILES string: NCCCC[C@H](N)C(=O)O

=====

*d*
Density functional theory data (ωB97M-V/def2-TZVPD) for a 2-piece molecular cluster, C6H14N2O2 overall.

Last column: Mulliken charge in e.
Atoms and positions in Å:
C (3.7263, 2.0533, 0.7379)  -0.85
N (2.3515, 1.6130, 0.7793)  0.09
C (1.6860, 1.7016, 2.0477)  -0.90
C (1.6632, 1.3470, -0.3490)  0.16
O (0.4722, 1.1201, -0.4097)  -0.60
H (4.1684, 1.8573, -0.2387)  0.28
H (4.3100, 1.5296, 1.4928)  0.29
H (3.7966, 3.1357, 0.8937)  0.32
H (1.6173, 2.7428, 2.3837)  0.31
H (0.6776, 1.3081, 1.9558)  0.27
H (2.2301, 1.1300, 2.8015)  0.31
H (2.2860, 1.3380, -1.2549)  0.29
C (-1.5340, -1.1402, -1.7688)  -0.74
N (-2.4495, -1.6472, -0.7601)  0.09
C (-2.7613, -3.0541, -0.7721)  -0.93
C (-3.1203, -0.8023, 0.0485)  0.14
O (-3.9445, -1.1305, 0.8814)  -0.60
H (-0.6898, -1.8288, -1.8507)  0.29
H (-1.1539, -0.1687, -1.4694)  0.21
H (-2.0047, -1.1002, -2.7569)  0.28
H (-1.8332, -3.6280, -0.7937)  0.31
H (-3.3162, -3.3023, 0.1285)  0.31
H (-3.3790, -3.3159, -1.6366)  0.32
H (-2.7985, 0.2418, -0.0905)  0.34

Results
* Kohn-Sham gap: 9.587 eV
* E_LUMO: 0.67 eV
* multiplicity: 1
* HOMO level: -8.91 eV
* SMILES string: CN(C)C=O.CN(C)C=O

=====

Verdict on stability: *c* comes out at the bottom.